Molecular formula: C3H5ClS
Method: DFT, the ωB97M-V functional and the def2-TZVPD basis

XYZ file:
```
10
Properties=species:S:1:pos:R:3:forces:R:3:mulliken_charge:R:1
C 0.161 0.570 -0.832 0.831 -1.479 -4.323 -1.15
C -0.926 -0.073 -0.107 -0.555 0.849 1.932 0.67
Cl -2.339 1.078 0.041 0.519 -0.409 -0.016 -0.23
C -0.707 -0.897 1.071 -1.780 -1.018 2.622 -0.71
S -1.393 -1.776 -0.389 0.264 0.194 0.166 -0.10
H -0.307 0.453 -1.863 1.107 0.971 0.527 0.28
H 1.075 -0.042 -0.949 -0.560 -0.291 0.538 0.31
H 0.566 1.558 -0.731 -0.821 0.731 0.857 0.36
H 0.185 -1.306 1.529 0.765 0.454 -0.961 0.30
H -1.399 -0.779 1.954 0.229 -0.001 -1.343 0.26
```
Forces are in eV/Å.

Summary:
Kohn-Sham gap   0.36728 Eh
E_HOMO   -9.230 eV
E_LUMO   0.8 eV